(1)
# C17H44F2N4O8S2

A cluster of 5 separate species, C17H44F2N4O8S2 in total at a distorted geometry (wB97M-V/def2-TZVPD, OMol25).

Computed properties:
charge: 0
highest occupied orbital energy: -8.28 eV
Kohn-Sham gap: 8.430 eV

Bonds (Å) are listed after each position.
Atoms and positions in Å:
1 O 7.946 2.554 12.903  H2 0.960, H3 0.960, H4 0.960
2 H 8.518 1.837 12.619  O1 0.960
3 H 7.994 2.639 13.858  O1 0.960
4 H 8.283 3.362 12.508  O1 0.960
5 N 8.401 2.802 15.374  S6 1.682, S10 1.447
6 S 9.964 2.536 15.937  N5 1.682, O7 1.462, O8 1.468, F9 1.615, S10 2.429
7 O 10.747 1.520 15.236  S6 1.462
8 O 10.301 2.860 17.329  S6 1.468
9 F 10.623 3.834 15.237  S6 1.615
10 S 7.682 3.025 16.610  N5 1.447, S6 2.429, O11 1.455, O12 1.445, F13 1.613
11 O 7.406 4.421 16.914  S10 1.455
12 O 7.560 2.084 17.699  S10 1.445
13 F 6.247 2.685 15.956  S10 1.613
14 C 5.894 -3.545 12.981  C15 1.541, H25 1.090, H26 1.090, H27 1.090
15 C 6.898 -2.401 12.746  C14 1.541, C16 1.563, N20 1.462, C24 1.546
16 C 6.159 -1.026 12.832  C15 1.563, C17 1.559, H28 1.090, H29 1.090
17 C 5.745 -0.601 14.274  C16 1.559, C18 1.569, H30 1.090, H31 1.090
18 C 7.074 -0.632 15.109  C17 1.569, C19 1.578, H32 1.090, H33 1.090
19 C 7.817 -2.024 15.096  C18 1.578, N20 1.478, C22 1.592, C23 1.530
20 N 7.998 -2.489 13.705  C15 1.462, C19 1.478, O21 1.399
21 O 8.801 -3.632 13.622  N20 1.399, H43 0.960
22 C 9.256 -1.879 15.760  C19 1.592, H34 1.090, H35 1.090, H36 1.090
23 C 6.954 -3.001 15.896  C19 1.530, H37 1.090, H38 1.090, H39 1.090
24 C 7.396 -2.368 11.283  C15 1.546, H40 1.090, H41 1.090, H42 1.090
25 H 5.651 -4.101 12.075  C14 1.090
26 H 4.983 -3.166 13.444  C14 1.090
27 H 6.306 -4.202 13.747  C14 1.090
28 H 6.581 -0.187 12.279  C16 1.090
29 H 5.192 -1.181 12.354  C16 1.090
30 H 4.908 -1.224 14.589  C17 1.090
31 H 5.333 0.407 14.312  C17 1.090
32 H 6.862 -0.399 16.152  C18 1.090
33 H 7.776 0.042 14.619  C18 1.090
34 H 9.670 -2.887 15.728  C22 1.090
35 H 9.867 -1.065 15.372  C22 1.090
36 H 9.262 -1.671 16.830  C22 1.090
37 H 6.710 -2.637 16.894  C23 1.090
38 H 5.976 -3.323 15.538  C23 1.090
39 H 7.473 -3.954 16.001  C23 1.090
40 H 8.417 -1.991 11.229  C24 1.090
41 H 6.758 -1.881 10.545  C24 1.090
42 H 7.582 -3.354 10.856  C24 1.090
43 H 9.712 -3.356 13.498  O21 0.960
44 C 11.061 2.266 10.056  C45 1.505, H50 1.090, H51 1.090, H52 1.090
45 C 11.012 1.120 11.031  C44 1.505, C46 1.539, N49 1.451, H53 1.090
46 C 12.034 1.073 12.181  C45 1.539, O47 1.458, H54 1.090, H55 1.090
47 O 13.358 0.881 11.601  C46 1.458, C48 1.430
48 C 14.372 1.124 12.579  O47 1.430, H56 1.090, H57 1.090, H58 1.090
49 N 9.664 1.004 11.556  C45 1.451, H59 1.010, H60 1.010
50 H 10.764 3.228 10.474  C44 1.090
51 H 10.526 2.032 9.136  C44 1.090
52 H 12.108 2.301 9.754  C44 1.090
53 H 11.262 0.200 10.504  C45 1.090
54 H 11.819 0.198 12.795  C46 1.090
55 H 11.840 2.001 12.718  C46 1.090
56 H 14.267 2.140 12.960  C48 1.090
57 H 15.332 1.210 12.071  C48 1.090
58 H 14.408 0.449 13.435  C48 1.090
59 H 9.056 0.995 10.750  N49 1.010
60 H 9.517 0.084 11.948  N49 1.010
61 C 8.008 4.357 9.714  C62 1.527, H67 1.090, H68 1.090, H69 1.090
62 C 7.123 5.090 10.721  C61 1.527, C63 1.563, N66 1.482, H70 1.090
63 C 5.734 4.375 10.736  C62 1.563, O64 1.454, H71 1.090, H72 1.090
64 O 5.704 2.986 11.168  C63 1.454, C65 1.448
65 C 4.436 2.449 11.613  O64 1.448, H73 1.090, H74 1.090, H75 1.090
66 N 7.647 5.046 12.107  C62 1.482, H76 1.010, H77 1.010
67 H 9.000 4.809 9.737  C61 1.090
68 H 7.549 4.610 8.758  C61 1.090
69 H 8.082 3.284 9.887  C61 1.090
70 H 7.056 6.135 10.420  C62 1.090
71 H 5.350 4.272 9.721  C63 1.090
72 H 5.014 4.982 11.286  C63 1.090
73 H 3.865 2.134 10.740  C65 1.090
74 H 4.066 3.154 12.358  C65 1.090
75 H 4.774 1.580 12.178  C65 1.090
76 H 6.976 5.582 12.639  N66 1.010
77 H 8.427 5.687 12.123  N66 1.010

These are the Mulliken partial charges, in e, on atoms 1 to 4: 0.251, 0.429, 0.605, 0.330

---

(2)
# C5H15NSi2

The molecule C5H15NSi2 at a distorted geometry (wB97M-V/def2-TZVPD, OMol25).

Computed properties:
charge: 0
highest occupied orbital energy (spin up / spin down): -7.22 / -7.55 eV
Kohn-Sham gap (spin up / spin down): 7.846 / 8.119 eV

Bonds (Å) are listed after each position.
Atoms and positions in Å:
1 C 0.446 -2.051 -0.185  C2 1.469, C3 1.621, H9 1.016, H10 1.037
2 C -0.804 -1.846 0.560  C1 1.469, H11 1.025, H12 1.038
3 C 0.642 -0.865 -1.272  C1 1.621, N6 1.416, H13 1.208, H14 1.146
4 C -0.540 0.646 0.146  C5 1.572, N6 1.433, Si7 1.892
5 C -0.285 1.244 1.577  C4 1.572, H15 1.052, H16 1.098, H17 1.087
6 N 0.632 0.403 -0.642  C3 1.416, C4 1.433, Si8 1.755
7 Si -2.244 0.976 -0.606  C4 1.892, H18 1.562, H19 1.570, H20 1.410
8 Si 2.173 1.068 -0.130  N6 1.755, H21 1.416, H22 1.465, H23 1.508
9 H 1.191 -1.963 0.500  C1 1.016
10 H 0.503 -2.979 -0.644  C1 1.037
11 H -1.695 -2.158 0.160  C2 1.025
12 H -0.757 -1.658 1.579  C2 1.038
13 H 1.650 -0.979 -1.928  C3 1.208
14 H -0.181 -0.904 -2.070  C3 1.146
15 H -1.221 1.396 2.033  C5 1.052
16 H 0.273 2.190 1.574  C5 1.098
17 H 0.328 0.581 2.183  C5 1.087
18 H -3.171 -0.250 -0.888  Si7 1.562
19 H -1.798 1.623 -1.965  Si7 1.570
20 H -3.062 1.855 0.133  Si7 1.410
21 H 2.410 0.381 1.085  Si8 1.416
22 H 2.357 2.512 0.037  Si8 1.465
23 H 3.153 0.780 -1.239  Si8 1.508

These are the Mulliken partial charges, in e, on atoms 1 to 4: -0.457, -1.058, -0.930, 0.295

---

no.,energy (eV),molecular weight (Da)
1,-67781.935,534.7
2,-22669.233,145.4